(1)
Here is 7 unconnected molecules or ions with the total composition H14O7 from the OMol25 dataset. Energies are from the ωB97M-V functional and the def2-TZVPD basis.

Computed properties:
Energy in eV: -14559.546
LUMO in eV: -0.1
Strongest force on any atom in eV/Å: 3.30
Energy relative to the best compared isomer or geometry (same formula, charge and spin) in kJ/mol: 184.78
Structure (SMILES): O.O.O.O.O.O.O

The geometry in XYZ format:
```
21
Properties=species:S:1:pos:R:3:forces:R:3:nbo_charge:R:1
O 14.97800 -22.40300 -7.34000 -1.8087 -0.8076 0.1522 -0.95
H 15.60000 -22.78000 -6.72600 0.5782 -0.0709 0.3088 0.47
H 14.14400 -22.90100 -7.10900 1.0714 0.8646 -0.5512 0.48
O 13.17800 -19.26200 -7.86300 0.0675 0.5721 -0.6928 -0.95
H 13.43900 -18.45600 -8.35300 -0.2510 -0.4960 0.4895 0.47
H 13.50600 -19.95300 -8.45400 0.4120 -0.0373 0.1030 0.48
O 10.95800 -20.95100 -9.12800 -2.3079 -0.9761 -0.9696 -0.94
H 11.71500 -20.48700 -8.89600 2.4183 1.4929 1.6713 0.48
H 10.85000 -20.57300 -10.00000 -0.5637 -0.2008 -0.4317 0.46
O 11.68900 -21.98100 -11.84400 -2.0393 0.4829 -0.7210 -0.95
H 11.29900 -21.13700 -12.17900 0.7178 -0.7741 0.1098 0.48
H 10.87400 -22.54300 -11.82100 1.2083 0.3392 0.1347 0.49
O 13.74200 -21.10500 -10.15700 -0.4446 0.7464 -1.9848 -0.99
H 13.16000 -21.30600 -10.93600 0.5533 0.2638 0.6565 0.50
H 13.40300 -21.77500 -9.60700 -0.1775 -1.7037 1.7059 0.50
O 11.77700 -23.43300 -8.40400 0.2925 0.4830 0.1476 -0.97
H 11.23900 -22.77400 -8.86000 0.0222 0.7124 0.2445 0.49
H 11.49700 -24.23000 -8.82100 -0.0573 -1.2355 -0.2579 0.46
O 14.53600 -19.30000 -11.98500 -0.6056 1.9284 -1.0156 -0.97
H 15.31100 -19.39000 -12.53400 0.1902 -0.5443 0.1977 0.48
H 14.37200 -20.02100 -11.40700 0.7241 -1.0393 0.7034 0.49
```
Forces are in eV/Å.

=====

(2)
Here is 7 unconnected molecules or ions with the total composition H15NO6 from the OMol25 dataset. Energies are from the ωB97M-V functional and the def2-TZVPD basis.

Computed properties:
Energy in eV: -14019.080
LUMO in eV: 0.3
Strongest force on any atom in eV/Å: 1.56
Energy relative to the best compared isomer or geometry (same formula, charge and spin) in kJ/mol: 72.95
Structure (SMILES): N.O.O.O.O.O.O

The geometry in XYZ format:
```
22
Properties=species:S:1:pos:R:3:forces:R:3:nbo_charge:R:1
N 0.74447 2.07762 -1.28883 -1.4110 0.5834 -0.3003 -1.12
H 0.76189 2.45597 -2.23295 0.0150 -0.3229 0.2931 0.37
H 1.45738 2.51858 -0.75188 0.6562 -0.1152 0.2692 0.37
H 0.79227 1.06798 -1.27883 0.6428 0.1798 -0.1147 0.40
H -1.53128 -1.04914 1.51177 -0.3726 -0.4317 -0.2715 0.47
H -0.72292 -0.43848 2.54627 0.9709 0.6298 0.6364 0.48
O -1.29768 -1.18306 2.43671 -0.5083 -0.3202 -0.4113 -0.95
H -1.58452 0.15033 -0.49306 -0.3651 -0.3996 -0.3751 0.50
H -2.72694 -0.82562 -0.78314 0.1712 0.0406 -0.0001 0.49
O -1.77791 -0.80021 -0.60765 0.1765 0.2651 0.3000 -0.99
H 2.10655 -1.12637 -1.00001 -0.0301 0.5142 -0.8205 0.51
H 2.32072 -0.34365 -2.38651 0.0026 -0.3521 0.9085 0.48
O 2.34929 -0.26336 -1.41314 0.0191 -0.5919 -0.0501 -0.99
H 1.42610 1.32770 2.21546 0.4889 0.1587 -0.6587 0.48
H 1.88081 -0.14025 1.66578 -0.1387 0.9249 0.0225 0.49
O 1.41341 0.38287 2.33523 -0.4685 -1.0376 0.5899 -0.97
H -0.18514 -2.10165 -0.45819 -0.5858 0.2055 0.0641 0.51
H 0.69226 -3.19543 0.20841 -0.1472 0.2779 -0.0974 0.48
O 0.70595 -2.44657 -0.40088 0.7897 -0.3139 0.0425 -0.99
H -2.17730 2.78962 -1.46716 -0.1038 -0.6048 0.4430 0.48
H -1.25289 2.16066 -0.44507 -0.4359 0.1629 -0.4839 0.49
O -2.18169 2.10293 -0.77208 0.6340 0.5471 0.0142 -0.98
```
Forces are in eV/Å.

=====

(3)
Here is 9 unconnected molecules or ions with the total composition H15O7S from the OMol25 dataset. Energies are from the ωB97M-V functional and the def2-TZVPD basis.

Computed properties:
Energy in eV: -25407.822
Charge: -1
LUMO in eV: -1.3
Strongest force on any atom in eV/Å: 1.66
Energy relative to the best compared isomer or geometry (same formula, charge and spin) in kJ/mol: 648.24

The geometry in XYZ format:
```
23
Properties=species:S:1:pos:R:3:forces:R:3:nbo_charge:R:1
S -0.21626 2.71884 1.92550 0.3344 -1.3816 -0.7636 -0.28
H -1.15278 2.94700 1.01252 -0.4003 0.1634 0.0555 0.10
H 1.31440 1.65315 0.55887 0.5675 -0.0375 0.0335 0.47
H 2.55506 0.70654 0.32581 -0.2223 -0.0650 0.0290 0.50
O 2.20293 1.59990 0.17320 0.0537 0.0960 -0.3444 -0.97
H 1.35348 -1.50224 0.46265 -0.0352 -1.1175 -0.4698 0.52
H 1.68034 -0.53269 1.56315 0.1501 -0.2347 0.4505 0.45
O 2.10666 -1.19124 1.00180 -0.2186 0.8832 0.3085 -0.95
H -2.58252 -1.79548 -1.32607 -0.4474 0.3963 0.0048 0.46
H -0.02499 -3.31888 -0.98077 0.2136 0.0565 0.0944 0.44
O 0.16388 -2.49953 -0.51234 -0.1452 0.6973 -0.1948 -1.25
H -1.14849 1.13982 -0.75182 -0.4435 -0.6517 -0.2250 0.46
H -1.19973 -1.75950 -0.74810 0.5091 0.1795 0.5266 0.51
O -2.06778 -1.21637 -0.75440 0.2750 -0.4242 -0.1758 -1.03
H -0.04344 0.41612 0.29602 0.1127 1.2321 1.1012 0.07
H -1.15168 2.62080 -0.77606 0.0001 0.0781 -0.4658 0.45
O -1.47078 1.86787 -1.28973 0.1059 0.6280 0.0851 -0.90
H -1.81040 -0.69595 1.23223 -0.4655 -0.0994 0.0514 0.50
H -1.21722 0.54984 1.86183 -0.3424 -0.0552 0.3694 0.46
O -1.86905 -0.14394 2.03434 0.3977 -0.1680 -0.3307 -0.97
H 1.15115 -1.20314 -1.70382 0.3279 -0.4281 -0.0977 0.50
H 1.59423 0.22070 -1.56001 0.3958 0.1429 -0.2910 0.46
O 1.83300 -0.58161 -2.04481 -0.7231 0.1099 0.2486 -0.98
```
Forces are in eV/Å.

=====

(4)
Here is 8 unconnected molecules or ions with the total composition H15O8 from the OMol25 dataset. Energies are from the ωB97M-V functional and the def2-TZVPD basis.

Computed properties:
Energy in eV: -16624.617
Charge: -1
LUMO in eV: 3.3
Strongest force on any atom in eV/Å: 3.81
Energy relative to the best compared isomer or geometry (same formula, charge and spin) in kJ/mol: 242.18

The geometry in XYZ format:
```
23
Properties=species:S:1:pos:R:3:forces:R:3:nbo_charge:R:1
O -0.19078 0.03969 0.37095 -2.0684 0.8470 -0.0707 -1.25
H 0.72353 0.14924 0.43499 2.4312 -0.0534 0.1592 0.43
O 2.80576 -1.39421 -1.09670 2.1880 -1.6648 0.8914 -0.97
H 3.75015 -1.16574 -1.17095 -0.8782 -0.0059 0.0303 0.47
H 2.29673 -0.69792 -1.44354 -1.0796 1.8842 -1.3495 0.50
O 0.59135 -2.45398 0.30502 -0.3396 0.0166 0.1762 -1.00
H 1.31406 -2.07474 -0.19396 0.6935 -0.5552 -0.1428 0.46
H 0.03673 -1.64279 0.33948 -0.2496 -0.4638 0.3310 0.49
O -1.97110 -1.12254 -1.31056 -2.6180 -0.5220 1.6857 -0.98
H -1.48762 -0.51133 -0.67622 -0.6293 -1.0322 -0.6104 0.51
H -2.83092 -1.49395 -0.83687 3.0614 1.3617 -1.2764 0.45
O -1.07845 2.41478 -0.69593 0.7749 1.4950 1.6747 -1.03
H -0.70775 1.59376 -0.17816 -0.5673 1.4761 -0.5481 0.52
H -0.94080 3.30160 -0.18021 -0.2292 -3.0283 -1.1200 0.46
O 0.79352 0.35650 -2.17096 1.7184 1.8318 -2.6508 -1.02
H 0.95281 1.34640 -2.44933 -1.0082 -3.0688 2.0266 0.50
H 0.51942 0.10591 -1.27597 -0.9007 1.2980 0.4396 0.51
O 0.84519 1.46957 2.55626 0.5930 -1.3390 0.3748 -0.98
H 1.14136 0.61321 2.96140 -0.4037 1.2452 -0.4157 0.46
H 0.50274 1.14384 1.69591 -0.3637 0.2567 0.4288 0.49
O -2.52341 -0.02916 2.01354 -1.7758 -0.0016 -1.7370 -0.99
H -2.98374 -0.00242 1.08720 2.0184 0.0610 2.5894 0.47
H -1.55878 0.05426 1.91461 -0.3675 -0.0382 -0.8863 0.51
```
Forces are in eV/Å.